A molecular structure, C31H46CdN4P2Si at a distorted geometry. Source: the Open Molecules 2025 dataset; level of theory: wB97M-V/def2-TZVPD.

Structure (XYZ):
```
85
Properties=species:S:1:pos:R:3:mulliken_charge:R:1
Cd -0.05 -2.84 2.63 0.578
C -0.54 4.07 3.62 -0.486
C -1.47 3.40 2.92 -0.533
C -1.24 2.78 1.56 -0.972
C -0.02 1.80 1.48 0.492
C 1.29 2.40 1.01 -0.634
C 1.62 3.68 0.81 -0.447
C 0.94 4.77 1.59 -0.706
C 0.83 4.44 3.11 -0.620
C 1.99 -3.37 2.80 -1.319
H -0.76 4.39 4.65 0.387
H -2.45 3.21 3.38 0.371
H -1.15 3.55 0.78 0.499
H -2.16 2.23 1.30 0.468
H 0.08 1.26 2.46 0.047
H -0.25 1.02 0.71 0.026
H 2.05 1.62 0.90 0.407
H 2.37 4.01 0.05 0.372
H -0.10 4.85 1.25 0.263
H 1.50 5.72 1.52 0.419
H 1.54 3.61 3.33 0.247
H 1.17 5.32 3.71 0.437
H 2.24 -3.16 3.85 0.273
H 2.77 -2.95 2.15 0.325
H 2.00 -4.46 2.63 0.380
P 1.58 -1.41 -1.97 -0.049
P -2.23 -0.44 -2.15 -0.194
N 2.72 -0.14 -2.24 0.702
N 2.49 -2.59 -2.94 0.359
N -2.11 1.14 -3.05 0.351
N -3.73 -1.11 -2.92 0.333
C 0.41 -0.86 -3.32 -0.533
C -1.04 -1.41 -3.24 -1.036
C 3.88 -0.09 -1.45 -0.766
C 4.83 0.66 -2.11 -0.689
C 4.25 1.11 -3.34 -0.844
C 2.96 0.62 -3.40 -0.354
C 2.65 -3.92 -2.53 -0.536
C 3.02 -4.68 -3.63 -0.591
C 3.14 -3.79 -4.75 -0.762
C 2.85 -2.52 -4.29 -0.176
C -1.68 2.34 -2.43 -0.540
C -1.40 3.29 -3.42 -0.342
C -1.69 2.69 -4.69 -0.976
C -2.11 1.38 -4.43 -0.337
C -4.53 -0.64 -3.96 -0.454
C -5.36 -1.66 -4.43 -0.638
C -5.10 -2.81 -3.61 -0.527
C -4.12 -2.44 -2.69 -0.420
H 0.84 -1.16 -4.29 0.291
H 0.38 0.24 -3.29 0.243
H -1.45 -1.50 -4.28 0.397
H -1.05 -2.43 -2.80 0.616
H 3.89 -0.58 -0.50 0.541
H 5.84 0.85 -1.77 0.461
H 4.71 1.73 -4.10 0.455
H 2.18 0.78 -4.13 0.588
H 2.47 -4.19 -1.50 0.449
H 3.16 -5.74 -3.65 0.411
H 3.37 -4.05 -5.78 0.432
H 2.87 -1.57 -4.81 0.424
H -1.64 2.42 -1.35 0.297
H -1.02 4.30 -3.27 0.431
H -1.61 3.16 -5.67 0.437
H -2.43 0.62 -5.12 0.632
H -4.44 0.38 -4.30 0.630
H -6.05 -1.60 -5.26 0.421
H -5.58 -3.77 -3.69 0.409
H -3.66 -3.02 -1.92 0.377
C 0.28 0.21 5.80 -0.837
Si -0.79 -1.33 5.74 0.427
C 0.24 -2.73 6.44 -0.915
C -2.23 -0.71 6.76 -1.036
C -1.40 -1.82 3.98 -1.164
H 0.75 0.38 6.79 0.373
H -0.36 1.09 5.59 0.115
H 1.09 0.16 5.05 0.270
H 0.55 -2.49 7.47 0.308
H -0.34 -3.66 6.42 0.268
H 1.14 -2.86 5.82 0.208
H -2.46 0.30 6.39 0.285
H -3.13 -1.33 6.67 0.316
H -1.96 -0.63 7.82 0.301
H -1.85 -0.90 3.56 0.361
H -2.21 -2.57 4.00 0.519
```

Values from the calculation:
**Lowest unoccupied orbital energy**: -0.38 eV
**Multiplicity**: 1
**Orbital gap**: 8.04 eV

=====

C4H9ClN2O in the gas phase at a distorted geometry. Source: the Open Molecules 2025 dataset; level of theory: wB97M-V/def2-TZVPD.

Structure (XYZ):
```
17
Properties=species:S:1:pos:R:3:nbo_charge:R:1
C 0.97 -0.53 3.21 -0.408
N 0.96 -0.73 1.80 -0.493
N -0.18 -0.21 1.27 -0.255
C -0.28 -0.29 -0.01 0.198
C 0.78 -0.77 -0.94 -0.143
O 2.01 -0.10 -0.83 -0.705
C -1.59 0.14 -0.61 -0.405
Cl -1.41 1.28 -1.99 -0.059
H 1.00 0.54 3.46 0.208
H 1.81 -1.00 3.71 0.204
H 0.03 -0.97 3.62 0.178
H 1.00 -1.73 1.60 0.353
H 0.90 -1.87 -0.79 0.165
H 0.45 -0.59 -1.98 0.211
H 2.17 -0.02 0.13 0.482
H -2.10 0.66 0.20 0.244
H -2.15 -0.76 -0.92 0.225
```

Values from the calculation:
**Structure (SMILES)**: CN/N=C(\CO)CCl
**ΔE to the lowest compared entry with this formula, charge and spin**: 39.4 kcal per mole
**Lowest unoccupied orbital energy**: 0.77 eV
**Multiplicity**: 1
**Orbital gap**: 9.79 eV